# 1
Entry from OMol25: a structure of composition C39H30ClIIrN2OP2 (wB97M-V/def2-TZVPD).

CARTESIAN COORDINATES (ANGSTROEM)
1 Ir -0.11 -0.83 0.25
2 I -0.72 1.75 4.72
3 Cl 3.34 4.81 2.16
4 P 1.00 -4.03 0.81
5 P -1.72 0.51 -0.63
6 O -0.35 0.25 1.91
7 N 1.42 0.57 -0.03
8 N -1.72 -2.04 0.65
9 C 1.08 -2.08 2.85
10 C 3.29 2.62 -0.05
11 C -2.59 3.49 1.98
12 C -2.93 -1.40 0.79
13 C 1.48 -2.75 -3.63
14 C -2.91 -3.13 2.21
15 C 2.26 3.46 2.09
16 C -1.19 3.25 -0.41
17 C 0.46 1.29 2.00
18 C -1.81 2.13 0.15
19 C -0.73 -4.23 1.41
20 C 1.80 -1.21 3.64
21 C 1.00 -3.51 -0.96
22 C -0.43 1.24 -3.00
23 C -3.68 -2.02 1.75
24 C 1.41 1.50 0.97
25 C 0.56 -2.05 -2.86
26 C -2.63 0.76 -4.61
27 C 2.15 -3.83 -3.08
28 C -0.34 1.45 -4.36
29 C -1.97 4.59 1.43
30 C -1.44 1.20 -5.17
31 C 0.48 2.15 3.07
32 C 1.53 -2.44 1.57
33 C 0.34 -2.42 -1.54
34 C 2.34 2.56 1.00
35 C -1.72 -3.11 1.52
36 C 1.36 3.25 3.10
37 C -1.61 0.79 -2.42
38 C -1.26 4.47 0.24
39 C -2.72 0.56 -3.24
40 C 2.34 0.62 -0.96
41 C -2.50 2.25 1.36
42 C 2.74 -1.87 1.12
43 C 3.30 1.64 -1.01
44 C 1.91 -4.20 -1.76
45 C 3.45 -0.98 1.90
46 C 2.98 -0.66 3.17
47 C -3.26 -0.38 -0.25
48 H -1.38 1.36 -6.24
49 H -2.95 1.38 1.82
50 H 2.86 -4.39 -3.67
51 H 0.58 1.80 -4.80
52 H 0.15 -2.49 3.22
53 H -4.07 0.30 0.01
54 H -3.66 0.24 -2.82
55 H 4.37 -0.55 1.54
56 H 2.33 -0.17 -1.71
57 H -0.61 -4.72 2.38
58 H 1.65 -2.47 -4.67
59 H 1.35 3.92 3.94
60 H 0.00 -1.23 -3.29
61 H -0.64 -2.04 -1.14
62 H -4.69 -1.78 2.04
63 H 3.13 -2.15 0.15
64 H -2.03 5.55 1.92
65 H -3.23 -3.89 2.90
66 H -0.66 3.18 -1.34
67 H -3.13 3.57 2.91
68 H 3.55 0.02 3.80
69 H -1.14 -5.01 0.75
70 H 1.43 -0.94 4.62
71 H 4.03 1.65 -1.80
72 H -0.78 5.34 -0.20
73 H -3.50 0.58 -5.23
74 H 4.01 3.42 -0.06
75 H 2.45 -5.04 -1.33
76 H -3.54 -0.91 -1.16
77 H 0.45 1.42 -2.39

Results
Energy: -3233.7028 hartree
HOMO: -10.01 eV
Kohn-Sham gap: 6.56 eV
Charge: +1



# 2
Entry from OMol25: a structure of composition C39H30CrO4P (wB97M-V/def2-TZVPD).

CARTESIAN COORDINATES (ANGSTROEM)
1 Cr 3.74 1.84 -2.86
2 P -1.00 -1.04 1.83
3 O 5.50 2.13 -0.38
4 O 1.70 2.62 -0.76
5 O 4.49 4.80 -2.89
6 O -3.40 -0.26 2.12
7 C 3.57 -0.27 -3.08
8 C -0.03 -0.04 -2.21
9 C -1.72 -2.19 3.03
10 C -1.72 -0.09 0.39
11 C -0.97 0.74 4.02
12 C -0.39 1.70 4.86
13 C 2.47 2.37 -1.60
14 C -4.27 0.64 0.17
15 C 1.55 1.79 3.41
16 C -3.81 2.88 -3.33
17 C 0.99 0.81 2.58
18 C -1.62 2.15 -2.60
19 C 1.73 -4.00 0.98
20 C -2.84 -2.99 2.72
21 C -0.27 0.26 2.90
22 C 0.75 -3.28 1.66
23 C -3.35 -3.88 3.66
24 C -2.14 0.88 -2.23
25 C -3.46 0.59 -2.64
26 C 1.12 0.16 -2.61
27 C -4.32 1.60 -3.08
28 C 4.80 0.09 -3.63
29 C -3.13 0.04 0.92
30 C 4.91 1.89 -1.37
31 C 1.87 -2.23 -0.65
32 C -2.74 -4.02 4.91
33 C -1.62 -3.26 5.23
34 C -1.11 -2.35 4.29
35 C 2.34 0.33 -3.45
36 C -2.45 3.13 -3.13
37 C 0.40 -1.99 1.23
38 C 1.09 -1.41 0.16
39 C 3.65 1.71 -5.03
40 C 2.27 -3.49 -0.20
41 C 4.22 3.68 -3.01
42 C 0.87 2.22 4.55
43 C 4.84 1.09 -4.61
44 C 2.42 1.32 -4.47
45 C -1.28 -0.12 -1.64
46 H 3.67 2.50 -5.79
47 H 1.53 0.46 1.71
48 H 0.94 -0.36 -0.07
49 H -4.24 -4.46 3.40
50 H -0.58 2.39 -2.31
51 H -5.37 1.39 -3.26
52 H -3.32 -2.87 1.74
53 H 1.49 1.83 -4.75
54 H 2.53 2.20 3.15
55 H 5.79 1.39 -5.03
56 H 5.71 -0.40 -3.25
57 H 3.53 -1.00 -2.26
58 H 2.06 -4.97 1.35
59 H -0.92 2.01 5.76
60 H -5.09 0.83 0.89
61 H -3.92 1.58 -0.27
62 H -4.62 -0.07 -0.58
63 H -1.13 -3.35 6.20
64 H -2.01 4.09 -3.42
65 H 0.26 -3.73 2.53
66 H -0.24 -1.75 4.55
67 H -3.85 -0.40 -2.39
68 H -1.08 0.87 0.40
69 H 2.99 -4.05 -0.78
70 H -3.15 -4.72 5.64
71 H -1.97 0.35 4.23
72 H -4.45 3.64 -3.78
73 H -1.66 -1.05 -1.37
74 H 2.13 -1.87 -1.64
75 H 1.33 2.96 5.21

Results
2S+1: 3
Energy: -3190.4714 hartree
HOMO (spin up / spin down): -8.11 / -10.23 eV
Kohn-Sham gap (spin up / spin down): 5.31 / 4.84 eV
Charge: +1
Expectation value of S²: 2.03
ΔE to the lowest compared entry with this formula, charge and spin: 261.6 kJ/mol



# 3
Entry from OMol25: a structure of composition C39H31N2O2S2SbSrTe (wB97M-V/def2-TZVPD).

CARTESIAN COORDINATES (ANGSTROEM)
1 Te 1.86 2.77 1.68
2 Sb -0.78 -1.60 1.85
3 Sr 0.91 1.46 -1.17
4 S -1.44 2.89 -2.83
5 S -0.10 -1.18 -0.28
6 O -0.56 3.62 -1.90
7 O -2.14 3.72 -3.78
8 N -0.64 1.64 -3.38
9 N 1.53 -0.05 -3.22
10 C 0.59 2.92 -5.12
11 C -4.57 0.91 -0.20
12 C -1.75 -4.53 2.34
13 C -2.63 -5.59 2.17
14 C -3.37 2.87 -0.93
15 C 3.48 -1.06 -4.18
16 C 3.45 0.52 0.24
17 C -3.78 -5.42 1.40
18 C 0.82 -2.74 4.25
19 C 2.85 -1.74 5.08
20 C 1.74 -0.78 3.18
21 C -3.85 0.13 -1.09
22 C 2.44 -0.98 -3.22
23 C -3.27 -0.39 3.13
24 C 4.70 2.54 0.49
25 C 1.53 0.91 -4.20
26 C 2.78 -0.76 4.10
27 C 1.68 3.00 -6.02
28 C 3.51 1.83 0.73
29 C 4.50 -0.05 -0.48
30 C -4.08 0.64 3.59
31 C 2.59 0.97 -5.14
32 C -1.65 1.24 2.38
33 C 2.64 2.04 -6.06
34 C 5.75 1.98 -0.21
35 C 3.56 -0.07 -5.11
36 C 0.46 1.87 -4.23
37 C 0.77 -1.77 3.25
38 C 1.87 -2.73 5.16
39 C -3.68 1.96 3.45
40 C -2.88 0.71 -1.90
41 C -2.47 2.26 2.85
42 C -2.65 2.08 -1.82
43 C -2.00 -3.31 1.74
44 C -4.33 2.28 -0.12
45 C 5.66 0.68 -0.71
46 C -2.06 -0.08 2.52
47 C -3.15 -3.15 0.95
48 C -4.03 -4.20 0.79
49 H -3.59 -1.42 3.25
50 H -4.05 -0.93 -1.17
51 H 3.66 -1.74 5.80
52 H -0.85 -4.70 2.91
53 H -5.03 0.41 4.07
54 H -2.42 -6.55 2.63
55 H -4.46 -6.25 1.27
56 H 4.78 3.56 0.85
57 H -4.31 2.76 3.82
58 H 6.48 0.24 -1.26
59 H -3.34 -2.20 0.46
60 H 2.39 -1.71 -2.41
61 H -4.91 -4.07 0.18
62 H 0.06 -3.50 4.34
63 H -5.31 0.46 0.45
64 H 1.71 3.83 -6.71
65 H -2.31 0.12 -2.60
66 H 3.52 0.02 4.04
67 H -2.15 3.29 2.74
68 H 4.20 -1.86 -4.14
69 H -0.70 1.49 1.91
70 H 1.92 -3.48 5.93
71 H -4.89 2.89 0.58
72 H 6.65 2.55 -0.38
73 H 2.60 -0.11 0.48
74 H -3.18 3.93 -0.88
75 H 1.68 0.02 2.45
76 H 4.36 -0.05 -5.84
77 H 4.42 -1.07 -0.83
78 H -0.18 3.67 -5.17
79 H 3.46 2.08 -6.78

Results
Energy: -3100.1728 hartree
HOMO: -6.85 eV
Kohn-Sham gap: 6.89 eV
ΔE to the lowest compared entry with this formula, charge and spin: 18.4 kJ/mol



- The highest energy belongs to which entry?
  C39H31N2O2S2SbSrTe